DFT (ωB97M-V/def2-TZVPD) results for C43H55FIrN4O6S2Si4 as an isolated structure.

Results
<S²>: 0.753
Total charge: 0
2S+1: 2
Total energy in eV: -122472.740

XYZ file:
```
116
Properties=species:S:1:pos:R:3:forces:R:3:lowdin_spin:R:1
Ir 1.029 0.177 0.309 0.50 0.03 0.22 0.0010
S 6.436 -1.202 1.066 0.03 -0.02 0.04 0.0000
S 1.420 2.460 0.640 -0.07 -0.02 -0.01 0.0008
Si -1.365 -2.986 1.402 -0.01 0.05 0.00 0.0882
Si -2.777 -2.042 -1.258 0.04 0.05 0.02 0.0720
Si 1.801 4.568 3.429 0.00 -0.02 0.03 0.0000
Si -3.696 -0.820 1.589 -0.04 0.00 0.07 0.0696
F 3.316 -0.003 -6.150 0.00 0.00 0.00 0.0000
O -2.379 2.172 -0.387 0.01 0.04 0.02 0.0033
O 3.090 0.048 0.315 -0.22 0.53 -0.64 0.0000
O -0.944 0.621 0.256 -0.02 -0.20 -0.16 0.0384
O 7.362 -0.376 1.788 -0.01 0.00 -0.01 0.0000
O 6.969 -2.206 0.185 -0.02 0.00 0.00 0.0000
O 1.136 0.132 -1.735 0.07 0.03 -0.09 0.0002
N 5.318 -0.304 0.297 -0.14 0.05 -0.04 0.0000
N 0.989 0.644 2.304 0.02 0.11 -0.10 0.0000
N -1.152 2.469 -4.160 -0.03 -0.04 0.02 0.0002
N 1.080 -2.046 0.074 -0.21 0.22 -0.04 0.0010
C -0.032 1.836 -4.686 0.02 0.02 0.00 0.0000
C 1.910 0.426 -4.328 -0.01 -0.02 0.00 0.0000
C 2.947 -1.959 2.608 -0.16 0.06 -0.13 0.0000
C 1.870 5.157 5.205 0.00 0.00 0.00 0.0000
C -0.741 1.587 -1.964 0.04 -0.01 0.04 0.0003
C 2.218 -4.586 0.155 0.00 0.02 0.01 0.0003
C 3.464 4.798 2.615 0.01 0.01 -0.01 0.0000
C 3.149 -2.890 3.621 0.07 0.03 -0.05 0.0000
C -1.316 -3.010 3.283 0.03 0.02 0.01 -0.0025
C -2.889 0.178 2.950 0.01 0.04 0.02 0.0089
C 0.444 -3.037 0.744 -0.11 -0.11 0.02 0.0100
C 0.400 0.890 -2.431 -0.05 0.00 0.07 -0.0001
C -0.527 2.842 -6.961 0.00 0.00 0.00 0.0000
C 4.047 -1.497 1.906 -0.05 -0.11 0.17 0.0000
C 2.162 -2.360 -0.656 0.00 -0.06 0.00 0.0000
C -1.277 -2.745 -2.146 -0.01 -0.02 0.00 0.0005
C -1.353 3.845 -6.168 0.00 -0.01 0.00 0.0000
C 1.142 2.035 4.650 -0.03 -0.04 -0.02 0.0000
C -3.151 2.145 -5.543 0.00 0.00 0.00 0.0000
C 1.443 1.358 -6.506 0.00 0.00 0.00 0.0000
C 0.445 5.478 2.522 -0.01 0.01 0.01 0.0000
C -4.226 -3.240 -1.401 0.01 0.00 -0.01 0.0289
C 5.533 -2.897 3.200 -0.03 -0.06 0.04 0.0000
C 1.042 -4.295 0.825 -0.02 0.01 -0.09 0.0005
C -4.826 0.318 0.629 -0.03 0.03 -0.04 -0.0017
C 0.808 0.680 4.656 0.00 0.04 -0.01 0.0002
C -1.390 1.487 -0.594 0.13 0.08 0.00 0.0043
C -1.454 2.332 -2.871 0.05 0.05 0.00 0.0002
C 1.379 2.724 3.469 -0.02 -0.02 -0.01 0.0001
C 0.760 1.056 -3.834 -0.04 -0.02 0.00 0.0000
C -4.832 -2.131 2.344 0.02 0.01 0.02 0.0289
C 2.221 0.586 -5.646 0.00 0.00 0.00 0.0000
C 0.313 1.993 -6.044 -0.01 -0.01 -0.01 0.0000
C 5.307 -1.975 2.202 0.02 -0.02 0.05 0.0000
C -2.115 3.149 -5.051 0.00 0.02 0.00 0.0000
C -2.058 -4.696 0.999 0.02 -0.01 0.04 0.0271
C -3.290 -0.509 -2.235 -0.02 0.02 -0.02 0.0038
C 4.118 -0.511 0.779 0.11 -0.39 0.29 0.0000
C 4.429 -3.351 3.918 0.02 0.03 -0.04 0.0000
C -2.450 -1.753 0.559 -0.07 -0.16 -0.04 0.6027
C 2.757 -3.608 -0.656 -0.01 0.03 0.02 -0.0002
C 0.740 0.018 3.453 -0.07 0.07 0.13 0.0001
C 1.272 1.965 2.296 -0.13 0.02 0.07 0.0001
H -0.514 5.335 3.024 0.00 0.00 0.00 0.0000
H -3.671 0.642 3.559 0.01 0.01 0.01 0.0010
H -3.281 0.406 -1.645 -0.07 -0.08 -0.05 0.0000
H -2.620 -0.374 -3.089 0.00 -0.02 0.00 0.0001
H -2.605 3.901 -4.431 0.00 0.01 -0.01 0.0000
H -2.674 1.299 -6.040 0.00 0.00 -0.01 0.0000
H 2.588 -1.562 -1.241 0.03 0.04 0.01 0.0000
H -5.480 -1.668 3.093 -0.02 0.00 -0.01 0.0043
H -5.316 -0.181 -0.210 -0.01 -0.03 0.00 0.0001
H -2.348 2.832 -2.520 -0.01 -0.01 -0.01 0.0001
H -0.870 -3.962 3.586 0.02 -0.01 0.00 -0.0004
H 2.302 -3.263 4.182 -0.02 -0.02 0.02 0.0000
H -5.164 -2.712 -1.212 0.00 0.00 0.03 0.0000
H -0.874 -3.657 -1.699 -0.01 -0.01 0.00 0.0000
H 2.535 -0.158 -3.668 0.00 0.00 0.00 0.0000
H -3.089 -4.747 1.359 -0.01 0.03 -0.03 0.0003
H -2.325 -2.980 3.696 0.00 -0.02 0.00 0.0000
H 1.207 2.560 5.597 0.01 0.00 0.00 0.0000
H 0.562 -5.070 1.405 -0.02 -0.01 0.02 0.0000
H -0.472 -2.007 -2.172 0.00 0.01 0.00 -0.0001
H -2.276 0.971 2.518 -0.01 -0.05 -0.02 -0.0003
H -2.065 4.357 -6.816 0.00 0.00 0.00 0.0000
H 3.787 5.839 2.695 -0.01 0.00 -0.01 0.0000
H -4.301 1.199 0.259 -0.01 -0.05 0.03 -0.0001
H -1.184 2.199 -7.554 0.00 0.00 0.00 0.0000
H -0.748 -2.218 3.761 -0.11 -0.03 0.02 -0.0001
H -4.270 -3.633 -2.421 -0.02 0.01 -0.01 0.0040
H 2.641 4.639 5.778 0.00 0.00 0.00 0.0000
H 0.914 5.024 5.716 0.00 0.00 0.00 0.0000
H 2.106 6.223 5.227 0.00 0.00 0.00 0.0000
H 4.220 4.174 3.096 0.00 0.01 0.01 0.0000
H 3.646 -3.772 -1.249 -0.01 0.00 0.00 0.0000
H 1.946 -1.613 2.356 0.66 -0.27 0.05 0.0000
H -0.700 4.604 -5.733 0.00 0.00 0.00 0.0000
H 2.681 -5.561 0.241 0.00 0.01 0.00 0.0001
H 0.609 0.149 5.575 -0.01 0.00 0.01 0.0000
H -2.266 -0.424 3.614 0.00 0.00 -0.01 0.0000
H -5.611 0.653 1.313 -0.02 0.00 0.00 -0.0004
H 3.439 4.530 1.559 -0.01 -0.01 0.00 0.0000
H 4.566 -4.074 4.711 0.00 0.00 0.00 0.0000
H 0.493 -1.028 3.380 0.00 0.16 0.08 0.0000
H -4.298 -2.948 2.829 -0.01 -0.01 0.01 0.0001
H -5.474 -2.569 1.575 0.01 0.00 -0.01 -0.0002
H 0.339 5.125 1.495 0.01 -0.01 0.00 0.0000
H -1.556 -2.976 -3.178 0.01 0.00 0.00 -0.0002
H 6.531 -3.255 3.412 0.00 -0.01 0.01 0.0000
H -3.734 1.756 -4.708 0.01 -0.01 0.00 0.0000
H -3.832 2.622 -6.249 -0.01 0.00 0.01 0.0000
H -4.302 -0.641 -2.624 0.00 -0.02 0.00 0.0001
H 1.749 1.461 -7.539 0.00 0.00 0.00 0.0000
H 0.121 3.358 -7.670 0.00 0.00 0.00 0.0000
H -4.175 -4.085 -0.716 0.02 -0.01 -0.01 0.0003
H -2.062 -4.927 -0.066 0.02 0.01 -0.01 0.0000
H -1.504 -5.482 1.515 -0.01 -0.03 0.01 0.0041
H 0.655 6.550 2.496 0.00 0.00 -0.01 0.0000
```
Positions in Å, forces in eV/Å.

DFT (ωB97M-V/def2-TZVPD) results for C43H56AsIrN5O3P2SSe2Si3 as an isolated structure.

Results
Total charge: +1
Total energy in eV: -306511.076

XYZ file:
```
117
Properties=species:S:1:pos:R:3:forces:R:3:mulliken_charge:R:1
Ir -0.290 -1.204 0.863 0.05 0.84 -0.43 2.2539
Se 1.137 -0.355 -0.958 -0.04 -0.16 0.07 -0.4743
Se -3.867 5.223 1.101 0.03 -0.05 0.00 -0.3530
As 0.648 -3.499 0.832 0.34 -0.09 0.19 0.4372
S -0.089 -0.639 3.551 0.14 -0.38 -0.84 1.1430
P -2.248 4.472 0.017 0.09 0.01 0.08 -0.0481
P 0.936 1.739 -0.328 -0.07 -0.06 -0.02 -0.2861
Si 3.036 -3.547 0.880 -0.05 0.04 -0.06 0.4834
Si 0.075 -4.875 2.708 0.02 -0.06 -0.18 0.6000
Si 0.030 -4.727 -1.118 0.03 0.09 0.12 0.5570
O -0.991 -1.653 2.852 0.01 0.62 0.54 -0.9078
O 0.658 -1.130 4.662 -0.13 -0.07 0.00 -0.6588
O 0.768 -0.148 2.399 0.05 -0.48 0.48 -0.7664
N -4.104 -2.177 -0.027 -0.05 0.02 0.07 0.0614
N -2.460 0.799 1.129 0.05 -0.06 0.13 -0.5554
N -1.925 -1.852 -0.199 -0.33 0.24 0.10 0.5579
N -1.215 0.662 0.718 -0.19 -0.39 0.29 0.4210
N -2.821 2.046 0.999 -0.13 0.03 -0.14 -0.6318
C -2.029 -0.626 -2.441 -0.03 0.02 0.00 0.5455
C 2.769 3.610 2.762 -0.02 0.03 0.00 -0.7306
C -4.308 -0.412 -3.269 0.02 -0.03 0.00 -0.6551
C -0.747 1.851 0.276 0.20 0.11 -0.04 -0.0349
C 1.359 6.365 -0.539 0.01 0.02 0.04 -0.8559
C -2.580 4.346 -1.760 -0.05 -0.01 -0.03 0.3823
C 2.647 4.159 -3.094 -0.02 0.00 0.00 -0.8129
C 2.118 2.182 0.948 -0.10 0.04 0.01 0.5857
C -1.697 -5.402 -0.848 0.02 -0.02 -0.03 -1.0494
C -3.518 3.114 -3.604 0.00 0.05 -0.06 -0.1112
C -0.739 5.459 0.226 0.10 -0.03 -0.03 0.3398
C 1.232 2.733 -1.784 0.02 -0.04 -0.03 1.2067
C 0.595 6.828 1.693 0.01 0.00 0.02 -0.8024
C -1.108 0.670 4.117 0.06 0.08 0.01 -1.1960
C 3.578 -2.220 2.085 -0.02 -0.03 0.01 -0.7380
C 1.857 3.270 1.776 -0.02 -0.01 0.03 -0.3143
C 1.216 -6.138 -1.410 -0.04 -0.05 -0.08 -1.2173
C 4.194 1.791 2.087 -0.01 -0.01 0.01 -0.7000
C -4.830 -1.077 -2.182 0.03 0.03 -0.01 -1.2158
C 0.288 2.715 -2.809 -0.04 -0.03 0.01 -0.2012
C 0.509 3.453 -3.958 -0.02 -0.01 0.01 -0.5840
C 1.083 -4.374 4.184 0.06 -0.04 0.02 -0.8287
C 0.218 5.610 -0.774 -0.03 -0.02 0.02 0.4463
C -1.800 2.754 0.470 -0.14 0.08 -0.13 0.2749
C 1.551 6.967 0.695 0.02 0.01 0.01 -0.6682
C -3.402 4.234 -4.415 0.01 -0.01 -0.01 -0.9909
C 0.482 -6.640 2.201 -0.02 0.00 0.05 -0.9834
C 3.626 -5.237 1.409 -0.05 -0.04 0.09 -1.0406
C -2.490 5.475 -2.571 0.00 0.03 0.04 -0.2431
C -1.758 -4.765 3.050 -0.01 0.02 0.03 -1.0449
C -2.889 5.415 -3.896 0.01 0.00 -0.01 -0.7333
C -3.920 -1.508 -1.223 0.00 0.01 -0.05 1.1943
C -3.110 3.168 -2.280 0.01 -0.02 0.03 -0.3832
C -2.908 -2.322 0.549 0.16 -0.20 -0.12 -1.3404
C -2.927 -0.193 -3.395 0.01 -0.11 0.01 -1.4290
C 3.283 1.441 1.104 0.06 -0.01 -0.05 -0.7021
C 0.113 -3.545 -2.565 -0.02 -0.01 0.03 -0.7319
C 3.664 -3.219 -0.850 0.01 0.02 0.01 -0.8028
C 1.688 4.176 -4.097 0.01 0.02 -0.02 -0.8903
C -2.545 -1.293 -1.329 0.12 -0.15 -0.01 -0.4139
C -0.551 6.086 1.459 0.00 -0.01 0.00 -0.5719
C 2.420 3.444 -1.928 -0.02 -0.01 0.03 -0.5963
C 3.934 2.871 2.918 0.01 0.01 0.02 -0.7836
H 1.862 4.751 -4.997 0.01 0.00 -0.01 0.4390
H 3.467 0.585 0.468 0.00 -0.01 0.00 0.5863
H 4.716 -5.263 1.337 0.02 0.02 0.01 0.4108
H 0.938 -6.587 -2.369 0.03 -0.04 -0.02 0.4142
H 3.153 3.454 -1.131 0.00 0.00 0.01 0.4474
H 3.433 -4.037 -1.533 0.01 0.01 0.00 0.2507
H -2.188 -5.584 -1.807 0.02 -0.03 -0.02 0.4742
H 1.001 -6.710 1.249 0.01 0.02 0.06 -0.0779
H -2.130 6.411 -2.162 0.02 0.01 0.01 0.4742
H -2.555 0.323 -4.270 0.02 -0.01 0.01 0.5407
H 2.439 7.560 0.874 0.00 0.01 0.00 0.4438
H -2.065 -3.766 3.356 0.03 0.00 0.03 0.1482
H -2.819 6.296 -4.520 0.01 0.01 0.00 0.4446
H 0.832 -5.048 5.008 0.01 -0.02 0.01 0.4170
H -2.319 -4.709 -0.283 -0.03 0.01 -0.03 0.0805
H 4.751 -3.107 -0.825 0.02 -0.03 0.03 0.4596
H -1.986 -5.450 3.871 -0.03 -0.02 0.01 0.5193
H 5.097 1.210 2.216 0.00 0.00 0.00 0.4417
H 0.772 -2.698 -2.371 0.03 -0.01 -0.03 -0.0064
H 1.152 -6.921 -0.656 0.00 -0.01 -0.06 0.4003
H 2.156 -4.463 4.001 -0.05 -0.01 0.00 0.2191
H 3.254 -2.302 -1.267 -0.03 0.09 -0.04 0.0527
H 3.356 -5.466 2.442 0.02 -0.02 -0.05 0.2673
H -4.982 -2.435 0.390 0.01 -0.01 -0.01 0.2804
H -3.228 2.295 -1.647 0.00 0.00 -0.01 0.5631
H 0.946 3.844 1.671 -0.06 0.05 -0.05 0.3294
H -0.433 -7.231 2.128 -0.01 -0.02 -0.01 0.3487
H -1.322 6.004 2.215 0.00 0.00 0.00 0.3748
H -3.728 4.194 -5.446 0.00 0.00 -0.01 0.4430
H -0.452 1.461 4.475 0.04 0.00 0.01 0.3841
H -1.749 1.015 3.314 -0.06 0.01 -0.06 0.3214
H -0.625 2.142 -2.699 -0.04 0.00 0.01 0.2726
H 2.254 -5.818 -1.490 0.00 0.00 -0.01 0.2776
H 4.188 -2.654 2.879 0.01 -0.01 0.01 0.5378
H 4.638 3.135 3.696 0.01 0.01 0.00 0.4113
H 0.070 5.153 -1.744 0.00 0.02 -0.01 0.3173
H -0.971 -0.452 -2.547 0.00 -0.03 -0.02 0.5938
H 2.745 -1.695 2.552 0.00 0.00 -0.02 0.0808
H -1.693 0.269 4.941 -0.02 0.00 0.00 0.4656
H 2.563 4.450 3.410 0.00 0.02 0.01 0.5220
H -2.766 -2.778 1.515 0.00 0.06 0.03 0.3938
H 0.881 -3.358 4.507 -0.02 0.09 0.03 0.1664
H 0.732 7.317 2.649 0.00 0.00 0.01 0.4643
H -5.892 -1.246 -2.076 -0.01 -0.01 0.01 0.4886
H -2.348 -5.083 2.188 0.00 -0.03 -0.02 0.2701
H -1.664 -6.348 -0.304 0.00 0.00 0.03 0.3232
H 0.494 -4.060 -3.449 -0.02 -0.03 -0.01 0.5782
H -3.943 2.200 -3.999 0.00 0.10 0.02 0.3892
H -0.238 3.468 -4.739 -0.02 -0.01 -0.02 0.5167
H 4.185 -1.476 1.567 0.04 0.03 -0.01 0.1757
H 2.093 6.489 -1.323 -0.01 0.00 -0.01 0.5005
H 3.568 4.714 -3.213 0.01 0.00 0.00 0.5242
H 3.236 -6.031 0.772 0.00 -0.01 -0.02 0.3013
H 1.123 -7.110 2.949 -0.02 -0.01 0.05 0.4208
H -0.875 -3.152 -2.803 -0.05 0.06 -0.02 0.2306
H -4.975 -0.054 -4.041 -0.02 0.00 -0.02 0.4737
```
Positions in Å, forces in eV/Å.